<w>
H22O11 | wB97M-V/def2-TZVPD

```
33
Properties=species:S:1:pos:R:3:lowdin_charge:R:1
H 0.834 -0.320 0.154 0.05
H -0.635 -0.678 0.307 0.05
H 2.163 0.529 -1.041 0.01
H 3.290 -0.337 -1.578 0.04
H -1.565 3.362 -0.863 0.02
H -1.200 4.821 -0.644 0.03
H -1.528 -0.468 -1.149 0.01
H -1.755 -1.234 -2.442 0.06
H -4.620 1.965 -1.937 0.03
H -3.638 0.810 -1.826 -0.01
H -0.689 -0.799 3.270 0.04
H -0.126 -0.326 1.940 -0.02
H 2.319 1.439 2.302 0.04
H 2.398 0.029 1.740 0.01
H 2.434 -2.763 -2.418 0.02
H 2.567 -4.267 -2.243 0.03
H 0.519 -3.304 0.967 0.06
H -0.187 -3.065 2.292 0.06
H -5.353 -1.693 1.374 0.04
H -3.862 -1.411 1.467 0.02
H 3.444 2.677 0.282 0.03
H 2.395 3.195 -0.689 0.03
O 0.239 -1.075 0.230 -0.08
O 2.996 0.579 -1.523 -0.04
O -0.965 3.928 -0.365 -0.06
O -1.973 -0.405 -2.001 -0.03
O -3.992 1.557 -1.330 -0.07
O 0.018 -0.265 2.891 -0.05
O 2.943 0.728 2.117 -0.05
O 3.073 -3.482 -2.481 -0.06
O -0.082 -2.693 1.409 -0.08
O -4.525 -1.813 0.895 -0.06
O 2.616 3.170 0.249 -0.07
```

- Charge: 0
- SMILES: O.O.O.O.O.O.O.O.O.O.O
- HOMO-LUMO gap: 0.3842 Eh
- LUMO energy: -0.38 eV

---

<x>
H22O11 | wB97M-V/def2-TZVPD

```
33
Properties=species:S:1:pos:R:3:lowdin_charge:R:1
O 2.080 -1.719 0.096 -0.03
H 2.461 -1.516 -0.760 0.06
H 1.463 -1.030 0.134 -0.05
O -0.015 -3.592 -0.204 -0.05
H 0.633 -2.891 -0.122 -0.03
H -0.655 -3.472 0.481 -0.01
O -0.040 -0.127 -0.496 -0.05
H 0.055 0.842 -0.388 0.03
H -0.562 -0.327 0.257 0.00
O -3.783 -0.986 0.571 -0.06
H -3.064 -1.615 0.698 0.02
H -4.530 -1.615 0.559 0.05
O -1.802 0.524 -2.342 -0.04
H -1.155 0.223 -1.747 -0.07
H -1.341 1.312 -2.642 0.02
O 1.268 0.607 -3.537 -0.04
H 1.131 1.385 -3.013 -0.05
H 1.965 0.882 -4.130 0.03
O -0.805 -0.331 2.027 -0.04
H -0.002 0.210 2.185 0.05
H -1.537 0.235 2.212 0.06
O 1.456 2.914 -2.047 -0.02
H 0.944 3.212 -2.774 0.04
H 0.861 3.011 -1.319 -0.02
O 0.139 -2.762 2.893 -0.06
H -0.356 -2.782 3.724 0.04
H -0.112 -1.873 2.622 -0.03
O 1.842 0.833 1.980 -0.01
H 2.645 0.945 1.468 0.07
H 1.926 1.516 2.616 0.04
O -0.183 2.594 0.003 -0.02
H -1.114 2.570 0.125 0.07
H 0.185 2.824 0.872 0.09
```

- Charge: 0
- SMILES: O.O.O.O.O.O.O.O.O.O.O
- HOMO-LUMO gap: 0.3362 Eh
- LUMO energy: -0.80 eV

---

<y>
H22O11 | wB97M-V/def2-TZVPD

```
33
Properties=species:S:1:pos:R:3:lowdin_charge:R:1
H -0.125 1.781 -0.051 -0.03
H 0.114 0.305 -0.010 0.07
H 3.792 -1.730 -0.869 0.05
H 3.186 -0.722 0.123 0.04
H -2.229 2.583 -1.500 0.01
H -1.372 3.201 -0.399 -0.02
H -1.726 0.048 2.209 0.09
H -0.300 -0.340 2.691 0.01
H 4.123 1.548 0.628 0.04
H 5.238 1.468 -0.425 0.05
H -0.531 3.743 1.407 0.05
H 0.377 2.517 1.518 0.01
H 0.054 -2.540 2.748 0.06
H 0.913 -3.324 1.924 -0.02
H 1.917 -1.327 -2.368 0.03
H 1.868 0.055 -1.775 0.03
H -2.496 0.113 -3.133 -0.01
H -2.639 0.079 -1.608 0.07
H -1.772 -1.850 1.743 0.05
H -3.216 -2.248 1.214 0.04
H -3.436 -2.191 -2.081 0.00
H -2.102 -2.205 -1.316 0.04
O 0.575 1.174 0.043 -0.05
O 2.967 -1.483 -0.452 -0.12
O -2.054 3.409 -1.031 -0.04
O -0.715 0.302 2.135 -0.08
O 4.319 1.201 -0.247 -0.05
O -0.449 2.882 1.848 -0.07
O 0.585 -2.497 1.927 0.00
O 2.464 -0.656 -2.024 -0.09
O -2.046 0.328 -2.373 -0.05
O -2.743 -1.548 1.664 -0.08
O -2.538 -2.076 -2.159 -0.01
```

- Charge: 0
- SMILES: O.O.O.O.O.O.O.O.O.O.O
- HOMO-LUMO gap: 0.2481 Eh
- LUMO energy: -0.22 eV

---

<z>
H22O11 | wB97M-V/def2-TZVPD

```
33
Properties=species:S:1:pos:R:3:lowdin_charge:R:1
O -3.157 1.509 0.110 -0.11
H -2.997 1.240 1.096 0.06
H -3.788 0.882 -0.261 0.02
O 1.352 1.483 -4.418 -0.07
H 2.165 1.737 -4.129 -0.05
H 0.752 2.295 -4.679 0.11
O -1.915 0.041 -3.499 -0.13
H -1.132 0.580 -3.288 0.04
H -1.719 -0.562 -4.402 0.18
O -0.870 -3.762 -3.078 0.03
H -0.990 -4.593 -2.893 -0.07
H -0.634 -3.339 -2.272 0.02
O -0.606 -1.694 4.032 -0.13
H -1.285 -1.569 3.361 0.04
H 0.030 -0.980 3.589 0.13
O 2.394 -2.015 2.934 -0.07
H 1.738 -2.740 2.980 -0.01
H 2.986 -1.834 3.639 0.01
O 2.435 3.590 -2.063 -0.13
H 3.266 3.635 -1.500 0.02
H 1.870 4.232 -1.542 0.07
O -1.482 -1.041 -1.082 -0.04
H -1.504 -0.577 -1.918 -0.03
H -2.383 -1.190 -1.064 -0.02
O 0.310 -3.680 3.260 -0.17
H 0.385 -3.227 4.231 0.12
H -0.660 -3.506 3.050 0.07
O -1.584 2.170 2.821 0.05
H -1.643 1.684 3.613 0.02
H -0.888 2.674 2.953 -0.04
O 3.500 3.158 0.061 -0.09
H 2.998 2.940 0.870 0.07
H 3.053 2.460 -0.509 0.08
```

- Charge: 0
- SMILES: O.O.O.O.O.O.O.O.O.O.O
- HOMO-LUMO gap: 0.3865 Eh
- LUMO energy: -0.14 eV

---

<x> takes first place; second place is 0.0590 hartree up.